# 1
Molecular formula: C28H60F6N2O10Y
Method: DFT, ωB97M-V with the def2-TZVPD basis set

Results
Lowest unoccupied orbital energy (eV): -3.00
Net charge: -1

Last column: Mulliken charge in e.
CARTESIAN COORDINATES (ANGSTROEM)
Y -2.95902 6.56243 -2.99457  1.0212
C 0.20443 2.79579 0.51685  -0.8003
C -0.77508 3.83691 1.12092  -0.3531
O -1.91776 4.14348 0.36092  -0.6010
H 1.03819 2.61955 1.19647  0.2759
H 0.50751 3.19328 -0.45177  0.2550
H -0.24461 1.80739 0.41914  0.2700
H -0.11110 4.66491 1.36920  0.2421
H -1.00932 3.55568 2.14764  0.2774
O -1.68588 3.69316 -4.77611  -0.7135
H -0.83405 3.25428 -4.96671  0.2185
C 2.63286 8.05627 -2.15838  0.0276
O 2.40627 9.09553 -1.19218  -0.3096
O 1.45142 8.00644 -2.88466  -0.7408
C 3.96530 8.31966 -3.01817  0.7092
F 5.07893 8.37616 -2.20389  -0.2707
F 4.21576 7.24061 -3.83687  -0.2663
F 3.98372 9.44654 -3.82711  -0.2701
C 3.21026 8.99561 0.05464  0.0933
C 2.57318 9.80388 1.04063  -1.4296
H 3.20196 10.14781 1.86187  0.4202
H 2.30994 10.81610 0.73371  0.3556
H 1.71255 9.45634 1.61215  0.3215
H 4.15488 9.51557 -0.10480  0.1818
H 3.28877 8.00903 0.51136  0.2418
H 2.70637 7.08950 -1.66034  0.2528
C 0.67539 -1.54257 -5.35317  0.0460
O 1.04813 -0.65503 -6.37601  -0.2862
O -0.70122 -1.28001 -5.34048  -0.6107
C 1.22677 -3.03422 -5.44454  0.7867
F 2.44519 -3.09072 -5.02948  -0.2551
F 0.56980 -3.91828 -4.71584  -0.2679
F 1.26705 -3.42125 -6.72645  -0.2778
C 2.39475 -0.12320 -6.37189  -0.1411
C 2.69999 0.54492 -7.72245  -1.2539
H 2.03665 1.36740 -7.99005  0.3298
H 3.59627 1.11662 -7.48173  0.3960
H 2.99667 -0.19862 -8.46221  0.2990
H 3.19763 -0.83952 -6.19762  0.2633
H 2.43319 0.65189 -5.60648  0.3059
H 1.00080 -1.17236 -4.38098  0.2619
O -6.53888 4.82599 1.97801  -0.6447
H -6.60135 4.50596 2.87795  0.3132
H -5.71765 4.45998 1.64960  0.3297
O -4.46020 0.75177 -1.44259  -0.6311
H -5.02945 0.15487 -0.95692  0.3211
H -4.09685 1.33342 -0.77484  0.3089
C 7.52967 -0.18865 0.60017  -1.8363
C 6.37780 -1.26769 0.55455  1.6575
C 7.04332 -2.56857 0.17232  -1.3853
C 6.16556 -3.81751 0.14192  -0.4834
C 5.61185 -4.02578 1.52504  -1.3722
C 4.87105 -2.75800 2.13436  1.5148
N 5.72756 -1.54904 1.83784  0.1497
O 5.22571 -0.48041 2.45396  -0.4639
C 3.46123 -2.54780 1.52014  -1.5780
C 4.78206 -3.04415 3.70510  -1.7735
C 5.39553 -0.84784 -0.57215  -1.8029
H 8.24848 -0.53307 1.34366  0.4445
H 7.20307 0.79392 0.94076  0.3783
H 7.98597 -0.07748 -0.38346  0.3694
H 7.58959 -2.42065 -0.75924  0.4648
H 7.83763 -2.72137 0.90295  0.4370
H 6.85054 -4.60875 -0.16279  0.3629
H 5.28498 -3.75465 -0.49739  0.2243
H 6.43678 -4.38804 2.13850  0.4168
H 4.88867 -4.84129 1.53098  0.4671
H 3.25815 -1.68961 0.87954  0.3001
H 3.19013 -3.39858 0.89502  0.3179
H 2.68838 -2.55445 2.28875  0.4228
H 5.80182 -2.99580 4.08702  0.4425
H 4.17509 -2.27576 4.18390  0.3984
H 4.32773 -4.02882 3.81506  0.3851
H 5.87737 -0.41989 -1.45122  0.4235
H 4.76256 -0.01818 -0.25732  0.4453
H 4.71275 -1.54253 -1.06137  0.3065
H 4.39965 -0.24795 2.02363  0.3654
C -4.64478 -2.80806 2.61203  -1.6722
C -5.48868 -4.02826 2.35658  1.5102
C -5.79508 -4.70955 3.70881  -1.2898
C -6.83800 -3.99066 4.56179  -0.6616
C -8.18087 -3.84140 3.74100  -1.1726
C -7.92847 -3.12216 2.33915  1.6206
N -6.73703 -3.79395 1.61364  0.2938
O -6.51489 -3.45924 0.29521  -0.4440
C -9.20161 -3.39177 1.55384  -1.9614
C -7.79618 -1.61117 2.45248  -1.7109
C -4.69033 -5.17823 1.63280  -1.9014
H -5.10094 -2.03784 3.23395  0.2972
H -4.27713 -2.25911 1.74509  0.3563
H -3.73482 -2.91520 3.20245  0.4212
H -6.33786 -5.60370 3.40223  0.4131
H -4.89972 -5.01654 4.24935  0.4662
H -6.36043 -3.04079 4.80215  0.3143
H -7.09032 -4.64327 5.39758  0.4283
H -8.82820 -3.23093 4.37058  0.3225
H -8.64488 -4.81099 3.56018  0.4264
H -10.02492 -2.81578 1.97633  0.4163
H -8.97453 -3.12849 0.52078  0.4714
H -9.51268 -4.43592 1.52053  0.4075
H -7.26003 -1.38662 3.37454  0.3218
H -7.22618 -1.24870 1.59702  0.2951
H -8.69023 -1.00201 2.58552  0.4437
H -3.78625 -5.57517 2.09450  0.3640
H -4.41618 -4.79527 0.64980  0.4459
H -5.37539 -6.00081 1.42745  0.4160
H -6.90219 -4.23897 -0.10928  0.3612

=====

# 2
Molecular formula: C28H60FIN3O16P4
Method: DFT, ωB97M-V with the def2-TZVPD basis set

Results
Lowest unoccupied orbital energy (eV): -4.79
Net charge: +1

Last column: Mulliken charge in e.
CARTESIAN COORDINATES (ANGSTROEM)
N 3.71161 -3.14274 -1.92827  -0.4034
C 2.81740 -2.08547 -2.54498  0.2841
C 3.42300 -0.89380 -3.40637  0.2849
C 5.08881 -0.92813 -3.58516  -0.6526
C 5.62500 -2.24685 -4.39787  -0.5270
C 4.80953 -2.59537 -5.77673  -0.7982
I 5.06616 -4.79049 -6.08368  0.0291
N 2.79861 0.24804 -4.06180  -0.8941
N 1.46739 0.20387 -3.84851  0.4723
C 0.62697 -0.76770 -3.15200  0.6592
C -1.01586 -0.53557 -3.12196  -0.7736
P -1.81447 -1.73299 -4.37812  1.0246
O -0.61232 -2.43557 -5.17043  -0.5639
O -2.83024 -0.87872 -5.51213  -0.4974
O -2.68991 -3.00663 -3.53182  -0.4683
C 1.19924 -2.06512 -2.40030  0.1859
C 0.32705 -3.19779 -1.60942  -0.6513
C 0.28896 -4.53366 -2.61476  0.6282
O -0.76336 -5.34403 -2.74958  -0.4728
F 1.49279 -4.83258 -3.43247  -0.2015
H 4.54703 -2.70505 -1.43888  0.3170
H 3.16990 -3.73281 -1.24289  0.3297
H 5.49208 0.10358 -4.02831  0.2089
H 5.50284 -0.97460 -2.46995  0.3125
H 6.74512 -1.99851 -4.72767  0.3450
H 5.73083 -3.20880 -3.69881  0.3947
H 5.28892 -2.10924 -6.75111  0.4375
H 3.65164 -2.43179 -5.72579  0.2753
H 0.95264 1.03637 -4.27353  0.3099
H -1.29797 0.59682 -3.26301  0.4855
H -1.40337 -0.85923 -2.04578  -0.0438
H -2.96932 0.06390 -5.16312  0.3532
H -2.71907 -2.79615 -2.54627  0.3492
H 0.88565 -3.50047 -0.61742  0.3732
H -0.79248 -2.90925 -1.42365  -0.0652
O 5.15594 6.70608 -2.60268  -0.6883
P 5.11821 5.41248 -3.45280  1.0024
O 5.01780 4.39457 -2.14968  -0.3868
C 3.75485 4.22340 -1.53573  -0.4293
C 2.85857 3.33470 -2.37504  -0.9099
O 6.77437 5.32276 -3.62946  -0.3431
C 7.54229 6.51812 -3.69189  -0.3657
C 8.13909 6.84273 -2.33320  -1.2195
O 5.07606 3.96716 -4.40263  -0.1418
C 4.89457 4.15811 -5.79727  -0.3960
C 6.13244 4.72400 -6.46742  -0.9872
H 3.28673 5.19626 -1.35591  0.3072
H 3.92770 3.75173 -0.56286  0.2479
H 2.58887 3.83126 -3.31264  0.3934
H 1.93367 3.10254 -1.83700  0.4635
H 3.36527 2.40182 -2.63617  0.1506
H 6.94140 7.35002 -4.07668  0.3980
H 8.35188 6.35657 -4.41017  0.3967
H 7.38876 6.82611 -1.53695  0.2973
H 8.61456 7.82800 -2.34308  0.3632
H 8.89379 6.09658 -2.06076  0.2992
H 4.02646 4.80447 -5.96620  0.3302
H 4.66972 3.17734 -6.22848  0.3125
H 6.26928 5.77554 -6.19866  0.1963
H 6.04513 4.66996 -7.55666  0.4377
H 7.03031 4.18340 -6.15676  0.2655
O 0.86522 -0.26648 3.70762  -0.7099
P -0.55937 0.08014 3.20969  1.0734
O -0.55603 -1.04242 1.99143  -0.2612
C -0.82421 -2.38992 2.32850  -0.3458
C -2.30101 -2.59900 2.59846  -0.5195
O -0.06201 1.36854 2.27438  -0.3407
C 1.05261 2.14979 2.68639  -0.4750
C 2.31500 1.70100 1.97048  -0.9561
O -2.15104 0.46741 2.65336  -0.1922
C -2.90426 1.31936 3.50264  -0.2469
C -2.40053 2.75019 3.47728  -1.0604
H -0.22046 -2.69164 3.19011  0.3065
H -0.51901 -3.00514 1.47576  0.0099
H -2.60686 -2.07298 3.50849  -0.2000
H -2.52108 -3.66313 2.73266  0.5251
H -2.90862 -2.20791 1.77805  0.2573
H 1.17367 2.11585 3.77514  0.4154
H 0.84335 3.19177 2.42574  0.4310
H 2.46790 0.61975 2.03978  0.2796
H 3.19489 2.20418 2.38223  0.4066
H 2.25042 1.93502 0.90203  0.0296
H -2.89503 0.91790 4.52180  0.2448
H -3.93832 1.29659 3.14402  0.3570
H -1.44677 2.83219 4.00673  0.1927
H -3.11031 3.42204 3.96901  0.4570
H -2.24038 3.09310 2.45176  0.2457
O -7.51306 -1.08050 6.60396  -0.6823
P -7.55079 -2.37410 5.75384  1.0568
O -7.65121 -3.39201 7.05695  -0.3407
C -8.91415 -3.56318 7.67090  -0.3066
C -9.81043 -4.45188 6.83160  -0.9524
O -5.89463 -2.46383 5.57717  -0.4303
C -5.12672 -1.26846 5.51475  0.5116
C -4.52991 -0.94385 6.87344  -1.3792
O -7.59294 -3.81942 4.80401  -0.2317
C -7.77443 -3.62847 3.40936  -0.4376
C -6.53656 -3.06258 2.73921  -0.8608
H -9.38227 -2.59032 7.85073  0.2731
H -8.74130 -4.03485 8.64377  0.3257
H -10.08013 -3.95532 5.89399  0.2296
H -10.73533 -4.68404 7.36963  0.4088
H -9.30373 -5.38476 6.57046  0.2299
H -5.72760 -0.43657 5.12996  0.4032
H -4.31712 -1.43001 4.79647  -0.3736
H -5.28024 -0.96047 7.66969  0.3769
H -4.05444 0.04142 6.86356  0.3605
H -3.77521 -1.69000 7.14587  0.3308
H -8.64254 -2.98211 3.24043  0.3166
H -7.99928 -4.60924 2.97816  0.3517
H -6.39972 -2.01104 3.00797  0.1413
H -6.62387 -3.11662 1.64998  0.4748
H -5.63869 -3.60318 3.04987  0.2394

=====

Gap between HOMO and LUMO: 1.82; 6.57 (eV)